No. 1
The following is a DFT calculation (ωB97M-V/def2-TZVPD) of a 2-piece molecular cluster, C15H26N2O2PS overall.

Values from the calculation:
* energy: -1586.381599 Eh
* charge: +1
* spin multiplicity: 1
* gap between HOMO and LUMO: 8.81 eV

Last column: natural (NBO) charge in e.
CARTESIAN COORDINATES (ANGSTROEM)
C 3.4075 0.9103 -1.5157  -0.61
C 2.6562 2.2364 -1.6062  -0.39
C 1.7270 2.4902 -0.4202  -0.41
C 0.6322 1.4219 -0.2517  -0.40
C -0.8014 1.9674 -0.1834  -0.24
C -1.1651 2.9979 -1.2824  -0.42
C -2.3870 2.5833 -2.0988  -0.44
C -2.2283 1.1685 -2.6296  -0.17
S -0.8733 0.9540 -3.8141  0.04
N -2.2053 0.2033 -1.4399  -0.65
P -1.4042 -1.4549 -1.6633  1.46
N -1.5159 -2.2756 -0.3766  -1.26
C -1.8278 0.8448 -0.0996  -0.23
H 3.8633 0.7875 -0.5314  0.21
H 4.2000 0.8549 -2.2605  0.23
H 2.7555 0.0474 -1.6809  0.19
H 2.0875 2.2845 -2.5442  0.18
H 3.3781 3.0535 -1.6587  0.22
H 1.2787 3.4809 -0.5161  0.21
H 2.3332 2.5206 0.4878  0.22
H 0.8090 0.8566 0.6673  0.23
H 0.7139 0.6802 -1.0549  0.17
H -0.9020 2.4556 0.7901  0.24
H -1.3584 3.9708 -0.8324  0.25
H -0.3236 3.1408 -1.9617  0.22
H -3.2969 2.6379 -1.4948  0.22
H -2.5223 3.2396 -2.9573  0.26
H -3.0982 0.8658 -3.2152  0.24
H 0.1356 1.2331 -2.9757  0.13
H -3.1787 -0.0770 -1.3094  0.44
H -2.0514 -1.8137 -2.8555  -0.02
H -0.1329 -1.0214 -2.0141  -0.02
H -2.1422 -3.0720 -0.3801  0.43
H -1.4958 0.0284 0.5423  0.26
H -2.7650 1.2153 0.3134  0.23
C 0.1099 -2.8341 2.5561  -0.24
C 1.2562 -2.3616 3.0357  -0.24
C 1.8791 -2.9389 4.2560  0.49
O 2.9202 -2.5006 4.6906  -0.48
C 1.1727 -4.0673 4.9162  -0.23
C 0.0265 -4.5423 4.4356  -0.23
C -0.5924 -3.9628 3.2187  0.48
O -1.6357 -4.3887 2.7685  -0.50
H -0.3784 -2.4438 1.6720  0.24
H 1.7986 -1.5441 2.5761  0.22
H 1.6487 -4.4692 5.8014  0.24
H -0.5077 -5.3632 4.8967  0.24

No. 2
The following is a DFT calculation (ωB97M-V/def2-TZVPD) of an isolated ion of composition C15H26N3O2 and charge +1.

Values from the calculation:
* SMILES: CCc1nc(C)ccc1OCC(=O)NCCC[NH+](C)C
* energy: -901.716704 Eh
* charge: +1
* spin multiplicity: 1
* gap between HOMO and LUMO: 9.00 eV
* relative energy (zero: lowest compared OMol25 entry of this formula, charge and spin): 0.067 eV

Last column: natural (NBO) charge in e.
CARTESIAN COORDINATES (ANGSTROEM)
C -2.6089 -2.7646 -1.3787  -0.60
C -2.9015 -2.2857 0.0438  -0.44
C -3.1636 -0.8067 0.0772  0.20
N -4.3979 -0.4527 0.3997  -0.43
C -4.7687 0.8174 0.4093  0.24
C -6.1850 1.1061 0.7828  -0.65
C -3.8783 1.8382 0.0779  -0.25
C -2.5806 1.4990 -0.2474  -0.19
C -2.2076 0.1596 -0.2465  0.20
O -0.8954 -0.1517 -0.6225  -0.54
C -0.0663 -0.6984 0.3740  -0.15
C 1.2872 -0.0176 0.3566  0.69
O 2.1846 -0.3600 1.1343  -0.69
N 1.4295 0.9341 -0.5583  -0.58
C 2.5919 1.7866 -0.6866  -0.24
C 3.7692 1.1148 -1.4275  -0.44
C 4.9581 0.8026 -0.5204  -0.22
N 4.6790 -0.2780 0.4519  -0.41
C 4.8397 -1.6094 -0.1481  -0.42
C 5.5048 -0.1585 1.6606  -0.42
H -1.7386 -2.2593 -1.7918  0.20
H -2.4262 -3.8362 -1.3821  0.22
H -3.4601 -2.5581 -2.0220  0.22
H -2.0694 -2.5444 0.7026  0.20
H -3.7977 -2.7794 0.4189  0.24
H -6.6943 0.1787 1.0246  0.24
H -6.2224 1.7743 1.6411  0.23
H -6.6996 1.5929 -0.0437  0.23
H -4.1974 2.8685 0.0795  0.23
H -1.8549 2.2561 -0.5099  0.21
H -0.4930 -0.5836 1.3776  0.23
H 0.0987 -1.7721 0.2013  0.22
H 0.6190 1.0879 -1.1491  0.44
H 2.9059 2.0927 0.3168  0.21
H 2.2763 2.6789 -1.2252  0.24
H 3.4110 0.2114 -1.9228  0.22
H 4.1284 1.7841 -2.2086  0.25
H 5.2236 1.7058 0.0326  0.22
H 5.8210 0.5132 -1.1257  0.23
H 3.6320 -0.2088 0.7643  0.48
H 4.2467 -1.6908 -1.0557  0.23
H 4.5005 -2.3691 0.5527  0.24
H 5.8863 -1.7912 -0.3914  0.22
H 5.2568 -0.9607 2.3521  0.24
H 6.5629 -0.2218 1.4074  0.22
H 5.3125 0.7910 2.1554  0.23

No. 3
The following is a DFT calculation (ωB97M-V/def2-TZVPD) of an isolated ion of composition C15H26NO2S and charge +1.

Values from the calculation:
* SMILES: CCCCCSc1cc(OC)c(CC[NH3+])cc1OC
* energy: -1190.339174 Eh
* charge: +1
* spin multiplicity: 1
* gap between HOMO and LUMO: 7.56 eV
* relative energy (zero: lowest compared OMol25 entry of this formula, charge and spin): 0.080 eV

Last column: natural (NBO) charge in e.
CARTESIAN COORDINATES (ANGSTROEM)
C 0.8083 5.7983 1.7857  -0.61
C 0.7791 4.4858 2.5600  -0.40
C 1.2622 3.2864 1.7434  -0.40
C 0.4432 2.9853 0.4869  -0.42
C -1.0000 2.6023 0.7819  -0.53
S -1.1543 1.1083 1.8236  0.32
C -0.8312 -0.2206 0.7372  -0.21
C -0.6160 -0.1433 -0.6253  -0.27
C -0.3823 -1.2938 -1.3684  0.22
O -0.1278 -1.1518 -2.7515  -0.56
C -1.2827 -0.8632 -3.5366  -0.25
C -0.3621 -2.5499 -0.7761  -0.03
C -0.1117 -3.8244 -1.5488  -0.45
C 1.3282 -3.9369 -2.0539  -0.22
N 1.4786 -3.1317 -3.2969  -0.71
C -0.5761 -2.6230 0.6020  -0.32
C -0.8153 -1.4916 1.3602  0.39
O -1.0416 -1.4644 2.6849  -0.49
C -1.0737 -2.6720 3.4125  -0.26
H 0.0777 5.8021 0.9803  0.19
H 0.5774 6.6278 2.4490  0.22
H 1.7947 5.9677 1.3595  0.20
H 1.4315 4.5770 3.4307  0.21
H -0.2291 4.3026 2.9352  0.19
H 1.2551 2.4022 2.3851  0.21
H 2.2954 3.4657 1.4376  0.21
H 0.4353 3.8592 -0.1674  0.21
H 0.9350 2.1718 -0.0528  0.20
H -1.5815 2.4496 -0.1264  0.22
H -1.4900 3.3755 1.3711  0.24
H -0.6169 0.8037 -1.1387  0.23
H -0.9346 -0.7002 -4.5549  0.20
H -1.7767 0.0382 -3.1753  0.21
H -1.9938 -1.6930 -3.5082  0.19
H -0.7985 -3.9072 -2.3953  0.22
H -0.3135 -4.6671 -0.8890  0.25
H 1.5902 -4.9759 -2.2581  0.23
H 2.0106 -3.5447 -1.2991  0.23
H 0.8484 -2.2489 -3.1624  0.47
H 1.1343 -3.6489 -4.1096  0.43
H 2.4476 -2.8550 -3.4672  0.43
H -0.5622 -3.5927 1.0728  0.22
H -0.1098 -3.1880 3.3724  0.18
H -1.8641 -3.3352 3.0493  0.18
H -1.2869 -2.3863 4.4403  0.22

No. 4
The following is a DFT calculation (ωB97M-V/def2-TZVPD) of a 2-piece molecular cluster, C15H27ClNO5S2 overall at a distorted geometry.

Values from the calculation:
* energy: -2274.754159 Eh
* charge: +1
* spin multiplicity: 1
* gap between HOMO and LUMO: 5.67 eV

Last column: natural (NBO) charge in e.
CARTESIAN COORDINATES (ANGSTROEM)
O 2.1467 1.7581 -2.8695  -0.88
S 1.0891 0.6697 -2.8858  1.92
O 0.7803 0.3924 -4.3437  -0.86
Cl -0.6986 1.2583 -1.9552  -0.15
C 1.7449 -0.8825 -2.1035  -0.63
C 1.6767 -0.9001 -0.4980  -0.42
C 2.9394 -0.1322 0.1935  -0.43
C 4.0731 -1.2454 0.4646  -0.47
C 5.4644 -0.9692 -0.2807  0.14
C 6.8258 -1.3803 0.4232  -0.23
C 8.1595 -1.1061 -0.3592  0.07
N 8.1626 -0.5139 -1.6987  -0.51
C 6.9498 -0.1412 -2.3801  0.14
S 6.9061 0.5704 -4.1122  0.07
C 5.5445 -0.3418 -1.7008  -0.26
H 2.7944 -1.1260 -2.4871  0.25
H 1.0646 -1.7406 -2.4860  0.28
H 1.5880 -1.9890 -0.1403  0.24
H 0.6948 -0.3799 -0.1661  0.25
H 3.2948 0.7754 -0.4017  0.25
H 2.5589 0.2507 1.2164  0.25
H 4.2553 -1.3811 1.6011  0.25
H 3.7165 -2.2892 0.1025  0.25
H 6.8678 -1.8782 1.4582  0.28
H 9.1418 -1.4151 0.1320  0.27
H 9.0544 -0.3639 -2.2006  0.46
H 5.9651 -0.2772 -4.7318  0.20
H 4.6001 -0.0148 -2.2784  0.28
C -3.3572 2.7179 0.1207  -0.25
O -4.4035 1.7792 0.2839  -0.54
C -4.0741 0.4997 -0.2496  -0.09
C -4.7725 -0.6063 0.5341  -0.09
O -4.1630 -0.8820 1.7975  -0.54
C -4.3550 0.1012 2.8199  -0.09
C -5.7831 0.1585 3.3431  -0.10
O -6.6162 0.8833 2.4426  -0.55
C -7.9725 0.4835 2.5216  -0.25
H -3.1826 2.9157 -0.9414  0.16
H -3.6556 3.6471 0.6088  0.20
H -2.4403 2.3564 0.5979  0.16
H -2.9902 0.3331 -0.2270  0.16
H -4.4147 0.4820 -1.2912  0.18
H -4.6762 -1.5331 -0.0399  0.19
H -5.8411 -0.4161 0.6443  0.20
H -3.9962 1.0783 2.4951  0.19
H -3.7074 -0.2130 3.6444  0.19
H -5.8028 0.6934 4.3025  0.18
H -6.1630 -0.8559 3.4949  0.18
H -8.0733 -0.5869 2.3249  0.16
H -8.5310 1.0260 1.7554  0.20
H -8.3892 0.7306 3.5052  0.17